# CH4N2O

CH4N2O in the gas phase in a non-equilibrium geometry (ωB97M-V with the def2-TZVPD basis set, the Open Molecules 2025 dataset).

```
8
Properties=species:S:1:pos:R:3:forces:R:3
C 0.016 0.156 0.035 -0.330 2.048 -0.777
H -1.388 -1.357 0.018 0.429 0.365 -0.026
H -2.175 0.121 -0.033 2.004 0.198 0.096
H 1.964 -0.558 0.441 -3.575 -0.132 -2.500
H 0.826 -1.854 0.310 -0.197 3.679 -1.802
N -1.247 -0.353 0.015 -2.314 -0.725 0.206
N 0.983 -0.798 -0.151 4.678 -4.418 4.311
O 0.316 1.347 0.001 -0.694 -1.015 0.491
```
Forces are in eV/Å.

The calculation puts the LUMO energy at 0.0222 hartree. The HOMO-LUMO gap comes out at 10.61 eV. The calculation puts the total energy at -225.24886 Ha. As for the SMILES: NC(N)=O. As for the total charge: 0. The value obtained for the HOMO energy is -10.0 eV.